1.
The following is a quantum chemistry calculation of the molecule C10H11NS in a non-equilibrium geometry, from OMol25.

Computed properties:
E_tot = -22867.2876 eV
net charge = 0
gap between HOMO and LUMO (alpha / beta) = 6.40 / 7.92 eV
lowest unoccupied orbital energy (alpha / beta) = -0.55 / -0.40 eV

```
23
Properties=species:S:1:pos:R:3:mulliken_charge:R:1
C 1.678 -2.062 -2.331 -0.76
C 1.433 -1.144 -1.306 -0.36
C 0.538 -2.350 -3.085 -0.39
C 0.120 -0.721 -1.223 0.61
C -1.451 1.501 1.438 -1.14
C -2.604 1.299 0.598 -0.09
C -0.496 0.076 -0.310 -0.94
C -0.211 0.731 0.986 2.15
C 0.086 -0.436 2.007 -1.12
C 0.892 1.855 0.916 -1.79
N -2.518 0.607 -0.497 -0.57
S -0.823 -1.380 -2.616 -0.07
H 2.586 -2.476 -2.471 0.52
H 2.081 -0.665 -0.605 0.41
H 0.348 -3.002 -3.873 0.49
H -1.539 2.302 2.189 0.38
H -3.604 1.809 0.933 0.31
H 0.569 -1.271 1.463 0.32
H -0.964 -0.699 2.526 0.31
H 0.818 0.044 2.693 0.31
H 1.717 1.297 0.604 0.43
H 0.851 2.235 1.839 0.59
H 0.493 2.450 0.123 0.41
```

---

2.
The following is a quantum chemistry calculation of the molecule C14H18N2O5 in a non-equilibrium geometry, from OMol25.

Computed properties:
E_tot = -28028.7081 eV
net charge = 0
gap between HOMO and LUMO = 10.11 eV
lowest unoccupied orbital energy = 0.44 eV

```
39
Properties=species:S:1:pos:R:3:mulliken_charge:R:1
N -1.779 -0.306 2.568 -0.65
C -1.356 -0.363 1.205 -0.05
C -2.445 -0.027 0.158 -0.74
C -3.561 -1.207 0.211 -0.38
C -4.598 -0.959 -0.832 0.36
O -4.730 -1.484 -1.916 -0.58
O -5.396 0.001 -0.377 -0.43
C -0.347 0.754 1.028 0.38
O -0.190 1.723 1.805 -0.87
N 0.466 0.640 -0.041 0.08
C 1.647 1.400 -0.199 0.15
C 2.557 0.699 -1.179 -1.14
C 2.944 -0.671 -0.744 0.27
C 3.827 -0.831 0.255 -0.37
C 4.077 -2.118 0.821 -0.72
C 3.313 -3.173 0.428 -0.38
C 2.292 -3.010 -0.508 -0.75
C 2.249 -1.804 -1.217 -0.07
C 1.369 2.873 -0.584 0.44
O 1.810 3.325 -1.601 -0.56
O 0.595 3.619 0.241 -0.52
H -2.751 -0.555 2.640 0.26
H -1.627 0.644 2.951 0.29
H -0.964 -1.364 0.976 0.40
H -2.948 0.939 0.381 0.26
H -2.020 0.002 -0.852 0.47
H -4.150 -1.223 1.110 0.34
H -3.197 -2.197 0.013 0.34
H -6.017 0.228 -1.085 0.34
H 0.399 -0.226 -0.493 0.21
H 2.159 1.407 0.809 0.26
H 2.014 0.689 -2.116 0.40
H 3.498 1.287 -1.226 0.42
H 4.323 0.015 0.660 0.46
H 4.804 -2.203 1.621 0.37
H 3.519 -4.147 0.786 0.42
H 1.722 -3.841 -0.939 0.40
H 1.681 -1.763 -2.155 0.46
H 0.240 3.114 0.959 0.43
```

---

3.
The following is a quantum chemistry calculation of a structure of composition C34H49AsBrGaN7OSSi3, from OMol25.

Computed properties:
E_tot = -266236.0318 eV
net charge = +3
gap between HOMO and LUMO = 5.96 eV
lowest unoccupied orbital energy = -9.14 eV

```
98
Properties=species:S:1:pos:R:3:mulliken_charge:R:1
Ga 0.299 -1.167 0.182 -2.64
C -1.747 -3.281 -3.333 -0.84
C -0.722 -2.696 -2.621 -0.30
N -0.964 -1.819 -1.634 1.18
C -2.242 -1.503 -1.391 0.11
C -3.266 -2.126 -2.113 -0.40
N -3.025 -3.008 -3.063 -0.52
C -2.479 -0.501 -0.333 0.28
C -3.608 0.199 -0.181 -1.68
C -3.655 1.342 0.810 2.75
C -2.713 1.008 1.955 -1.51
C -1.626 0.266 1.729 0.56
N -1.376 -0.319 0.492 1.11
C -0.614 -0.099 2.739 0.05
C -0.690 0.218 4.101 0.04
N 0.203 -0.206 4.972 -0.53
C 1.199 -0.974 4.517 -0.75
C 1.311 -1.282 3.181 -0.61
N 0.412 -0.832 2.292 1.02
C -5.055 1.619 1.357 -0.31
C -6.140 0.790 1.125 -0.55
C -7.373 1.121 1.680 -0.56
N -7.581 2.194 2.433 -0.55
C -6.531 2.981 2.663 -0.59
C -5.265 2.738 2.156 -0.47
H -1.541 -3.987 -4.127 0.47
H 0.308 -2.916 -2.862 0.31
H -4.303 -1.907 -1.893 0.53
H -4.456 0.027 -0.830 0.94
H -2.940 1.400 2.937 0.69
H -1.503 0.822 4.484 0.52
H 1.914 -1.343 5.242 0.46
H 2.108 -1.907 2.810 0.43
H -6.061 -0.118 0.544 0.54
H -8.232 0.483 1.508 0.40
H -6.713 3.852 3.283 0.38
H -4.464 3.428 2.393 0.32
C 2.763 4.044 -0.219 -0.98
Si 2.072 2.697 0.833 0.28
C 3.330 1.807 1.847 -0.77
C 0.573 3.182 1.795 -0.47
As 1.378 0.964 -0.752 1.27
Si -0.272 2.014 -1.958 -0.26
C -0.527 3.818 -1.947 -1.14
C -3.112 2.585 0.077 -0.39
C -1.230 1.140 -3.231 -0.97
Si 2.932 0.765 -2.611 0.40
C 2.582 2.189 -3.743 -1.09
C 4.603 0.865 -1.824 -0.75
C 2.496 -0.872 -3.369 -0.46
H 3.179 4.818 0.435 0.45
H 2.003 4.521 -0.837 0.29
H 3.574 3.692 -0.859 0.21
H 3.651 2.456 2.666 0.59
H 4.214 1.541 1.266 0.33
H 2.895 0.906 2.287 -0.05
H 0.723 4.199 2.171 0.59
H 0.432 2.526 2.656 0.24
H -0.346 3.174 1.206 -0.20
H -0.479 4.259 -0.952 0.40
H -1.493 4.045 -2.404 0.46
H 0.256 4.283 -2.559 0.47
H -2.979 3.437 0.744 0.42
H -2.121 2.331 -0.342 -0.97
H -3.775 2.878 -0.740 0.38
H -1.188 1.733 -4.151 0.63
H -2.281 1.114 -2.915 0.51
H -0.891 0.126 -3.423 0.14
H 2.688 3.153 -3.242 0.32
H 1.594 2.136 -4.215 0.33
H 3.310 2.168 -4.562 0.46
H 4.919 1.908 -1.744 0.39
H 5.340 0.351 -2.447 0.53
H 4.622 0.422 -0.828 -0.05
H 1.717 -0.752 -4.125 0.38
H 2.146 -1.577 -2.613 -0.42
H 3.366 -1.311 -3.865 0.60
C 4.376 -3.118 -0.786 -0.89
S 3.505 -2.605 0.679 0.63
C 4.830 -1.737 1.531 -0.73
O 2.528 -1.492 0.224 -1.34
H 4.691 -2.229 -1.332 0.14
H 3.717 -3.747 -1.383 0.24
H 5.239 -3.706 -0.469 0.56
H 5.720 -1.684 0.908 0.46
H 5.054 -2.267 2.456 0.49
H 4.457 -0.739 1.750 -0.01
Br 1.896 -6.487 -1.251 -0.08
C 0.898 -5.405 -0.099 -0.73
C 0.133 -5.939 0.929 -0.16
C -0.581 -5.070 1.737 -1.21
C -0.507 -3.709 1.501 -0.17
N 0.241 -3.200 0.513 1.10
C 0.928 -4.039 -0.277 0.64
H 0.094 -7.009 1.090 0.53
H -1.196 -5.442 2.544 0.54
H -1.071 -3.005 2.098 0.52
H 1.516 -3.603 -1.071 0.07
```

---

4.
The following is a quantum chemistry calculation of a structure of composition C27H35BaN5O3P2 in a non-equilibrium geometry, from OMol25.

Computed properties:
E_tot = -61423.3992 eV
net charge = 0
gap between HOMO and LUMO = 5.49 eV
lowest unoccupied orbital energy = -0.88 eV

```
73
Properties=species:S:1:pos:R:3:mulliken_charge:R:1
Ba -0.373 3.727 0.267 1.46
C -5.497 -0.815 2.186 -0.60
C -4.198 -0.622 2.423 -0.46
C -2.915 -0.914 1.649 -0.86
C -2.655 0.026 0.489 1.30
C -3.639 0.065 -0.691 -0.40
C -4.782 -0.606 -0.867 -0.55
C -5.217 -1.835 -0.151 -0.78
C -6.131 -1.456 1.014 -0.56
C -3.085 4.131 -0.399 -1.71
H -6.251 -0.504 2.928 0.32
H -4.024 0.033 3.301 0.21
H -2.700 -1.966 1.385 0.35
H -2.140 -0.661 2.400 0.57
H -2.652 1.036 0.974 -0.13
H -1.645 -0.221 0.098 -0.03
H -3.409 0.926 -1.363 0.27
H -5.544 -0.344 -1.624 0.33
H -4.392 -2.471 0.179 0.29
H -5.828 -2.449 -0.833 0.40
H -6.961 -0.788 0.737 0.34
H -6.584 -2.415 1.292 0.35
H -3.266 4.748 0.468 0.52
H -4.110 3.838 -0.687 0.18
H -2.580 4.791 -1.140 0.37
P 1.635 0.805 -1.692 0.29
P 2.151 -0.127 1.589 -0.11
N 0.899 -0.170 -2.963 0.36
N 2.857 1.509 -2.749 0.39
N 1.607 -1.843 1.599 0.25
N 3.202 -0.297 2.966 0.33
C 2.622 -0.568 -1.055 -0.68
C 3.359 -0.303 0.258 -1.26
C -0.328 0.115 -3.571 -0.58
C -0.458 -0.722 -4.668 -0.64
C 0.712 -1.539 -4.742 -0.80
C 1.534 -1.184 -3.697 -0.03
C 2.993 2.896 -2.866 -0.36
C 4.182 3.153 -3.523 -0.58
C 4.802 1.895 -3.822 -0.74
C 3.949 0.902 -3.378 0.01
C 0.242 -2.158 1.572 -0.38
C 0.089 -3.511 1.299 -0.36
C 1.401 -4.059 1.153 -1.14
C 2.303 -3.022 1.316 -0.15
C 3.901 -1.402 3.474 -0.16
C 4.802 -0.963 4.431 -0.63
C 4.702 0.469 4.485 -0.54
C 3.753 0.855 3.560 -0.41
H 3.429 -0.777 -1.755 0.06
H 1.927 -1.419 -0.992 0.68
H 4.024 -1.150 0.442 0.43
H 3.963 0.619 0.268 0.56
H -0.990 0.859 -3.141 0.41
H -1.298 -0.728 -5.336 0.43
H 0.972 -2.300 -5.468 0.43
H 2.483 -1.610 -3.374 0.35
H 2.237 3.544 -2.433 0.29
H 4.570 4.127 -3.765 0.42
H 5.763 1.732 -4.284 0.42
H 4.054 -0.175 -3.418 0.25
H -0.490 -1.369 1.648 0.03
H -0.860 -4.028 1.208 0.45
H 1.664 -5.089 0.936 0.43
H 3.379 -3.012 1.161 0.48
H 3.683 -2.402 3.136 0.44
H 5.449 -1.596 5.028 0.42
H 5.261 1.129 5.138 0.40
H 3.386 1.825 3.252 0.33
O -1.354 4.889 2.277 -0.71
N -2.273 3.996 2.190 0.97
O -3.478 4.198 2.323 -0.54
O -1.834 2.747 1.948 -0.74
```

---

5.
The following is a quantum chemistry calculation of the ion C10H15N3S2 with charge +2 in a non-equilibrium geometry, from OMol25.

Computed properties:
E_tot = -36736.5811 eV
net charge = +2
gap between HOMO and LUMO (alpha / beta) = 6.23 / 6.23 eV
lowest unoccupied orbital energy (alpha / beta) = -7.99 / -7.99 eV

```
30
Properties=species:S:1:pos:R:3:mulliken_charge:R:1
C 3.849 1.708 -0.471 -0.78
S 3.956 0.033 0.042 0.02
C 2.324 -0.531 0.147 0.81
C 2.065 -1.862 0.624 -0.93
C 0.903 -2.443 0.503 -0.89
C -0.204 -1.612 0.220 0.06
C -0.007 -0.308 -0.183 -0.65
C 1.243 0.349 -0.237 -0.57
C -1.433 0.192 -0.446 0.92
N -1.700 0.809 -1.868 -0.26
S -2.013 1.540 0.733 0.12
C -0.866 1.499 2.105 -0.68
C -2.288 -1.031 -0.312 0.03
N -3.632 -0.950 -0.393 -0.35
N -1.492 -2.008 0.006 0.10
H 4.891 1.992 -0.553 0.39
H 3.173 2.265 0.246 0.29
H 3.355 1.787 -1.453 0.27
H 2.931 -2.328 0.856 0.59
H 0.627 -3.447 0.855 0.35
H 1.370 1.426 -0.603 0.18
H -2.655 1.251 -1.815 0.43
H -1.604 0.274 -2.740 0.36
H -0.899 1.550 -1.994 0.41
H -0.782 2.515 2.360 0.45
H 0.160 1.119 1.727 0.22
H -1.294 0.928 2.856 0.32
H -4.081 -0.056 -0.457 0.21
H -4.217 -1.698 -0.028 0.27
H -1.680 -2.962 0.273 0.29
```

---

6.
The following is a quantum chemistry calculation of a structure of composition C17H16CaF18N3O21S6 in a non-equilibrium geometry, from OMol25.

Computed properties:
E_tot = -197725.0176 eV
net charge = -1
gap between HOMO and LUMO = 9.36 eV
lowest unoccupied orbital energy = 1.96 eV

```
82
Properties=species:S:1:pos:R:3:mulliken_charge:R:1
Ca -14.115 18.799 7.629 3.67
C -12.019 22.470 7.054 0.52
F -12.305 22.830 5.825 -0.20
F -11.099 23.274 7.556 -0.23
F -13.134 22.560 7.755 -0.16
S -11.346 20.692 7.212 0.64
O -9.971 20.676 6.804 -0.61
O -11.524 20.347 8.597 -0.55
N -12.475 19.723 6.370 -0.62
S -11.772 19.643 4.909 0.81
O -11.754 20.870 4.152 -0.67
O -10.617 18.800 4.811 -0.63
C -13.126 18.594 4.088 0.55
F -13.193 18.805 2.758 -0.27
F -12.898 17.297 4.308 -0.18
F -14.346 18.898 4.584 -0.22
C -10.490 15.680 7.274 0.48
F -11.263 15.933 6.236 -0.13
F -10.661 14.407 7.647 -0.23
F -9.205 15.811 7.016 -0.24
S -10.955 16.936 8.677 0.91
O -9.766 17.750 8.693 -0.75
O -12.222 17.601 8.404 -0.22
N -10.841 16.042 10.097 -0.68
S -12.246 15.293 10.271 0.70
O -13.146 15.882 11.266 -0.67
O -12.900 14.859 9.052 -0.51
C -11.592 13.727 11.154 0.36
F -12.608 12.964 11.524 -0.20
F -10.717 13.079 10.402 -0.19
F -10.964 14.168 12.246 -0.21
C -16.446 21.151 5.144 0.63
F -15.141 21.211 4.890 -0.14
F -16.935 22.366 4.825 -0.24
F -17.026 20.261 4.344 -0.23
S -16.902 20.827 6.912 0.49
O -16.134 21.799 7.675 -0.59
O -18.331 20.935 6.887 -0.54
N -16.296 19.219 7.159 -0.82
S -17.522 18.203 7.399 0.54
O -18.677 18.260 6.545 -0.60
O -16.953 16.889 7.539 -0.50
C -18.185 18.673 9.169 0.60
F -17.223 19.314 9.851 -0.09
F -19.286 19.412 9.122 -0.23
F -18.489 17.553 9.837 -0.25
C -14.778 22.537 11.995 -0.53
C -13.316 22.751 11.699 -0.30
O -13.093 21.843 10.603 -0.36
C -14.212 21.204 10.291 -0.25
O -14.302 20.412 9.401 0.84
O -15.169 21.420 11.215 -0.35
H -15.340 23.467 11.843 0.21
H -15.098 22.242 13.003 0.30
H -12.654 22.419 12.498 0.28
H -13.169 23.746 11.284 0.30
C -16.197 15.253 13.005 -1.37
C -16.349 16.608 12.368 0.39
C -15.390 17.729 12.754 -0.67
O -14.887 18.287 11.559 -0.27
C -15.127 17.411 10.574 -0.23
O -14.640 17.434 9.484 0.72
O -15.945 16.450 10.966 -0.13
H -16.144 15.419 14.088 0.40
H -15.281 14.748 12.702 0.19
H -17.037 14.584 12.836 0.36
H -17.389 16.924 12.250 0.33
H -14.571 17.285 13.331 0.31
H -15.855 18.548 13.307 0.43
C -13.446 12.326 5.186 -1.52
C -14.519 13.362 5.493 0.40
C -15.115 13.266 6.896 -0.60
O -15.253 14.625 7.300 -0.16
C -14.579 15.398 6.459 0.03
O -14.416 16.580 6.554 0.35
O -14.030 14.710 5.451 -0.36
H -12.657 12.280 5.933 0.32
H -12.986 12.533 4.219 0.36
H -13.990 11.391 5.037 0.41
H -15.286 13.289 4.718 0.35
H -14.432 12.791 7.603 0.24
H -16.099 12.802 6.856 0.30
```

---

7.
The following is a quantum chemistry calculation of a cluster of 2 separate species, C6H14N2 in total, from OMol25.

Computed properties:
E_tot = -9427.8130 eV
net charge = 0
gap between HOMO and LUMO = 9.79 eV
lowest unoccupied orbital energy = 1.08 eV

```
22
Properties=species:S:1:pos:R:3:mulliken_charge:R:1
C -0.150 -2.268 -2.640 -0.92
C 0.467 -1.752 -1.580 0.19
C 1.740 -1.051 -1.705 -0.05
C 2.390 -0.466 -0.704 -0.79
H 0.279 -2.186 -3.632 0.25
H -1.096 -2.786 -2.557 0.28
H 0.011 -1.845 -0.601 0.30
H 2.169 -1.011 -2.702 0.23
H 3.333 0.036 -0.869 0.26
H 1.989 -0.481 0.302 0.21
N -0.827 -0.696 1.647 -0.45
C -1.454 0.627 1.583 -0.62
C -0.486 1.625 0.973 -0.22
N -1.117 2.944 0.895 -0.65
H -1.488 -1.386 1.986 0.23
H -0.081 -0.688 2.336 0.20
H -1.787 0.996 2.563 0.34
H -2.335 0.562 0.944 0.30
H 0.445 1.618 1.559 0.25
H -0.240 1.294 -0.036 0.19
H -1.252 3.321 1.827 0.22
H -0.509 3.594 0.411 0.24
```

---

8.
The following is a quantum chemistry calculation of the molecule C6H10O, from OMol25.

Computed properties:
E_tot = -8430.7687 eV
net charge = 0
gap between HOMO and LUMO = 10.35 eV
lowest unoccupied orbital energy = 1.01 eV

```
17
Properties=species:S:1:pos:R:3:mulliken_charge:R:1
C 0.499 -1.316 0.759 -1.07
C 0.744 -0.037 0.478 0.89
C 2.142 0.530 0.556 -1.32
C -0.341 0.944 0.077 -0.42
C -1.680 0.302 -0.275 -0.87
C -1.578 -0.678 -1.426 0.03
O -0.709 -0.653 -2.263 -0.48
H -0.501 -1.747 0.731 0.24
H 1.305 -1.999 1.009 0.29
H 2.345 1.204 -0.287 0.32
H 2.883 -0.277 0.543 0.37
H 2.279 1.109 1.480 0.26
H 0.016 1.512 -0.791 0.30
H -0.492 1.680 0.881 0.39
H -2.138 -0.198 0.588 0.35
H -2.398 1.073 -0.593 0.37
H -2.377 -1.450 -1.467 0.36
```